1.
{"formula": "C3H5NO3", "method": "ωB97M-V with the def2-TZVPD basis set", "species": ["O", "N", "O", "C", "O", "H", "H", "H", "C", "C", "H", "H"], "positions_angstrom": [[-0.733068, -1.252034, 0.443693], [-1.073369, -0.075397, 0.166126], [-1.638075, 0.155924, -1.111051], [-1.053973, 0.945355, 0.932948], [-1.476892, 2.109245, 0.558988], [-1.509789, -0.730979, -1.381552], [-0.594494, 0.994201, 1.934473], [-1.914795, 2.094040, -0.370478], [3.071559, -0.927292, -0.176506], [1.960681, -1.237808, -0.519254], [4.018638, -0.510372, 0.062209], [0.943575, -1.564878, -0.539591]], "atomic_forces_ev_per_a": [[-0.19, -0.75, -0.36], [-0.04, 0.52, 1.15], [0.13, 1.15, 1.04], [1.01, -0.30, 1.09], [-1.95, 2.26, -2.91], [-0.14, -1.82, -1.39], [-0.31, -0.92, -0.79], [1.11, -0.15, 2.20], [-0.47, 0.29, -0.44], [0.68, -0.10, 0.64], [0.15, -0.16, 0.00], [0.01, 0.00, -0.25]], "charge": 0, "smiles": "[O-]/[N+](O)=C/O.C#C"}

---

2.
{"formula": "C32H34N4O7S3Y", "method": "ωB97M-V with the def2-TZVPD basis set", "species": ["Y", "C", "C", "N", "N", "C", "S", "S", "C", "C", "C", "C", "C", "C", "C", "C", "C", "C", "C", "C", "C", "O", "H", "H", "H", "H", "H", "H", "H", "H", "H", "H", "H", "H", "H", "H", "O", "C", "O", "C", "O", "C", "C", "O", "O", "H", "H", "H", "H", "H", "C", "C", "N", "C", "C", "C", "S", "N", "C", "O", "C", "C", "C", "C", "C", "C", "H", "H", "H", "H", "H", "H", "H", "H", "H", "H", "H", "H", "H", "H", "H"], "positions_angstrom": [[0.145701, 0.161782, -0.109496], [0.399845, 4.922908, 0.472732], [0.260967, 3.454474, 0.769217], [0.302174, 2.561794, -0.148747], [0.452538, 3.019588, -1.469214], [-0.396939, 2.473750, -2.272619], [-1.751329, 1.457984, -1.886193], [-0.077973, 2.923880, -3.982847], [-1.701954, 3.658331, -4.319893], [-1.951656, 4.910419, -3.521191], [-1.305169, 6.106174, -3.829216], [-1.509496, 7.241678, -3.061304], [-2.359578, 7.195937, -1.959797], [-3.001272, 6.008749, -1.640918], [-2.800171, 4.873143, -2.419408], [-0.022239, 3.033807, 2.163509], [0.328467, 3.885331, 3.215686], [-0.010458, 3.624635, 4.530561], [-0.776437, 2.489245, 4.799661], [-1.157033, 1.640700, 3.781572], [-0.768492, 1.852589, 2.437556], [-1.110225, 0.997409, 1.520501], [0.424724, 5.105550, -0.596053], [-0.428520, 5.473552, 0.920395], [1.324177, 5.301698, 0.917525], [-1.712191, 3.859742, -5.392357], [-2.458551, 2.904756, -4.101287], [-0.618654, 6.135519, -4.668713], [-0.998194, 8.163028, -3.313885], [-2.511445, 8.079406, -1.351480], [-3.652532, 5.956790, -0.776699], [-3.273037, 3.936420, -2.152760], [0.889210, 4.784196, 2.988087], [0.290714, 4.296895, 5.322854], [-1.085520, 2.270939, 5.816224], [-1.772136, 0.773478, 3.993645], [0.692839, -1.428256, 4.207123], [0.410990, -1.118459, 2.932243], [1.065261, -0.341998, 2.290045], [-0.867648, -1.800400, 2.478580], [-1.004032, -1.906189, 1.078800], [-0.337370, -3.081017, 0.563187], [1.175172, -2.887875, 0.609621], [1.861420, -3.787145, 1.095115], [1.538265, -1.761236, 0.148869], [1.459341, -0.881124, 4.446663], [-0.932555, -2.781682, 2.951556], [-1.677291, -1.168159, 2.841057], [-0.647643, -3.950876, 1.141904], [-0.665862, -3.171357, -0.471041], [5.747627, -0.160696, -2.422680], [4.769988, 0.592531, -3.311529], [3.609389, -0.216078, -3.667315], [3.729043, -0.990424, -4.903806], [3.091344, -0.292431, -6.094033], [2.486284, -0.262512, -2.911271], [2.478201, 0.654129, -1.473214], [1.533494, -1.037831, -3.489073], [0.364217, -1.362423, -2.979121], [-0.143981, -1.035753, -1.880367], [-0.490478, -2.262433, -3.833690], [-1.792230, -2.541777, -3.430530], [-2.603179, -3.366964, -4.198152], [-2.116107, -3.916644, -5.377362], [-0.818393, -3.633670, -5.787095], [-0.011127, -2.807981, -5.019048], [6.611143, 0.464670, -2.184093], [6.109082, -1.067144, -2.914247], [5.257604, -0.445325, -1.491164], [5.244536, 0.888502, -4.249934], [4.428502, 1.499463, -2.817682], [3.285812, -1.971258, -4.752230], [4.798639, -1.133358, -5.071643], [2.022568, -0.167298, -5.919470], [3.235038, -0.876235, -7.006872], [3.531603, 0.695718, -6.249493], [-2.161975, -2.087396, -2.521350], [-3.617363, -3.574075, -3.879488], [-2.746867, -4.560782, -5.977979], [-0.435606, -4.056526, -6.708245], [1.000389, -2.572402, -5.324592]], "atomic_forces_ev_per_a": [[0.02, -0.46, 0.78], [-0.02, 0.03, 0.07], [-0.15, -0.13, 0.27], [0.19, 0.34, -0.27], [-0.07, -0.15, 0.10], [-0.16, 0.24, 0.04], [0.26, 0.20, -0.06], [-0.05, 0.02, 0.13], [-0.10, 0.03, -0.11], [0.02, -0.05, 0.02], [0.00, -0.01, -0.01], [-0.04, -0.03, 0.04], [0.03, -0.02, -0.05], [0.04, -0.04, -0.05], [0.01, 0.08, 0.05], [0.12, 0.27, -0.17], [0.02, 0.00, 0.00], [-0.05, -0.09, -0.07], [0.01, 0.01, -0.03], [0.02, 0.06, 0.10], [-0.15, -0.07, -0.20], [-0.24, 0.11, 0.39], [0.00, -0.03, -0.01], [0.00, -0.01, 0.00], [-0.02, -0.01, -0.03], [0.01, 0.03, 0.01], [0.00, 0.00, -0.04], [-0.02, 0.00, 0.01], [0.00, -0.01, 0.00], [0.00, -0.01, -0.01], [0.00, 0.00, -0.01], [-0.01, 0.00, 0.00], [0.00, -0.02, 0.03], [0.00, -0.01, 0.00], [0.01, 0.01, 0.00], [0.00, 0.02, 0.00], [0.14, 0.20, -0.14], [-0.21, -0.13, 0.13], [0.17, 0.10, 0.03], [-0.01, -0.01, -0.08], [0.18, 0.19, 0.00], [-0.37, -0.03, 0.02], [0.25, 0.14, 0.01], [0.05, 0.04, -0.13], [0.03, -0.19, 0.08], [-0.06, -0.08, 0.06], [0.00, -0.03, 0.01], [-0.04, 0.01, -0.01], [-0.02, -0.04, 0.01], [-0.01, -0.03, -0.01], [0.04, -0.03, 0.05], [-0.11, -0.02, -0.07], [0.16, 0.06, -0.05], [0.04, 0.03, 0.13], [-0.04, 0.06, -0.05], [-0.14, -0.21, -0.21], [0.14, 0.05, -0.25], [0.10, 0.06, 0.11], [-0.10, -0.13, -0.01], [0.01, -0.39, -0.48], [0.08, 0.09, -0.02], [-0.05, -0.02, -0.04], [0.08, 0.03, -0.02], [0.02, 0.03, 0.04], [-0.02, 0.01, 0.02], [0.04, -0.04, -0.05], [-0.02, 0.00, -0.01], [-0.01, 0.01, 0.00], [0.01, 0.01, -0.03], [0.04, 0.00, 0.00], [-0.01, 0.00, 0.01], [-0.02, 0.00, 0.00], [0.01, -0.02, -0.03], [0.03, 0.00, 0.00], [0.00, 0.00, 0.02], [0.00, -0.03, 0.01], [0.00, 0.00, 0.00], [0.01, 0.00, 0.00], [0.00, 0.00, 0.00], [-0.01, 0.00, 0.01], [-0.04, -0.01, 0.01]], "charge": -1}

---

Number 1: gap between HOMO and LUMO 9.308 eV, E_HOMO -8.80 eV. Number 2: gap between HOMO and LUMO 7.553 eV, E_HOMO -4.99 eV.